# 1
Here is C21H30Br2N3O2SbZr as an isolated structure from the OMol25 dataset. Energies are from ωB97M-V/def2-TZVPD.

Output
- Total charge: +4
- Relative energy (zero: lowest compared OMol25 entry of this formula, charge and spin): 6.36 kcal per mole
- HOMO-LUMO gap: 6.8 eV
- Total energy: -6566.87286 Ha
- Lowest unoccupied orbital energy: -13.288 eV

XYZ file:
```
60
C21H30Br2N3O2SbZr | the OMol25 dataset | ωB97M-V/def2-TZVPD
Zr -0.547 0.075 -0.277
Br -4.905 -3.694 -3.862
C -3.672 -2.704 -2.936
C -2.673 -3.323 -2.170
C -1.778 -2.541 -1.494
N -1.806 -1.182 -1.534
C -2.760 -0.573 -2.303
C -3.693 -1.300 -2.998
C -2.673 0.906 -2.332
C -3.500 1.709 -3.076
C -3.306 3.102 -3.079
Br -4.402 4.196 -4.057
C -2.240 3.627 -2.333
C -1.458 2.773 -1.604
N -1.668 1.430 -1.566
H -2.606 -4.401 -2.108
H -0.995 -2.997 -0.898
H -4.446 -0.812 -3.600
H -4.296 1.290 -3.674
H -2.030 4.688 -2.327
H -0.626 3.155 -1.022
C 1.571 1.158 5.097
C 0.503 0.215 4.554
Sb 0.735 0.069 2.418
C -1.038 -1.233 1.861
C -1.831 -1.637 3.119
C -0.416 1.858 1.790
C -1.271 2.491 2.897
H 1.461 1.224 6.180
H 1.471 2.170 4.701
H 2.579 0.797 4.894
H -0.517 0.543 4.749
H 0.615 -0.808 4.915
H -0.693 -2.132 1.328
H -1.854 -0.791 1.214
H -1.190 -2.166 3.823
H -2.644 -2.309 2.848
H -2.252 -0.766 3.617
H -1.185 1.711 0.974
H 0.286 2.576 1.354
H -2.023 1.799 3.274
H -1.776 3.382 2.526
H -0.639 2.800 3.730
O 1.138 -1.297 -0.825
C 1.805 -0.298 -1.230
O 1.240 0.849 -1.126
C 3.197 -0.363 -1.792
N 3.652 -1.776 -2.067
C 5.144 -1.823 -1.702
C 5.185 -0.938 -0.478
C 4.271 0.238 -0.832
H 3.179 0.176 -2.741
H 3.498 -2.048 -3.041
H 3.139 -2.443 -1.484
H 5.678 -1.408 -2.555
H 5.423 -2.864 -1.559
H 6.200 -0.612 -0.257
H 4.817 -1.481 0.395
H 4.807 1.020 -1.366
H 3.816 0.693 0.046
```

Results of the natural (NBO) charge analysis, in e, for atoms 1 through 2:
1. Zr 2.24
2. Br 0.36



# 2
Here is C7H9NO3 as an isolated structure at a distorted geometry from the OMol25 dataset. Energies are from ωB97M-V/def2-TZVPD.

Output
- Relative energy (zero: lowest compared OMol25 entry of this formula, charge and spin): 102.84 kcal per mole
- HOMO-LUMO gap: 8.9 eV
- Total energy: -552.44124 Ha
- Lowest unoccupied orbital energy: 0.224 eV

XYZ file:
```
20
C7H9NO3 | the OMol25 dataset | ωB97M-V/def2-TZVPD
C -2.271 0.241 -0.685
C -0.115 1.735 0.618
C 1.788 -0.734 1.994
C 0.579 -0.517 1.608
C -0.963 -0.446 -0.488
C 0.254 0.155 0.286
C -0.572 -0.887 -1.922
N -1.363 1.793 0.026
O -2.204 2.971 0.096
O -3.405 0.376 -0.806
O 0.531 2.553 1.168
H 1.972 -1.009 2.988
H 2.712 -0.371 1.444
H -0.218 -0.534 2.201
H -1.244 -1.318 0.084
H 1.109 0.142 -0.379
H -0.426 -0.029 -2.452
H -1.299 -1.523 -2.374
H 0.327 -1.540 -1.919
H -1.832 3.440 0.914
```

Results of the natural (NBO) charge analysis, in e, for atoms 1 through 2:
1. C 0.88
2. C 0.64



# 3
Here is a 13-piece molecular cluster, C40H115N17O13 overall at a distorted geometry from the OMol25 dataset. Energies are from ωB97M-V/def2-TZVPD.

Output
- Relative energy (zero: lowest compared OMol25 entry of this formula, charge and spin): 116.04 kcal per mole
- HOMO-LUMO gap: 8.8 eV
- Total energy: -3501.83579 Ha
- Lowest unoccupied orbital energy: -0.109 eV

XYZ file:
```
185
C40H115N17O13 | the OMol25 dataset | ωB97M-V/def2-TZVPD
C 9.638 4.044 2.447
C 8.907 2.731 2.581
C 8.119 2.406 1.290
O 7.242 1.348 1.649
C 6.437 0.855 0.592
N 9.895 1.668 2.809
H 10.296 4.052 1.576
H 10.292 4.251 3.297
H 8.886 4.836 2.428
H 8.120 2.764 3.336
H 8.815 2.082 0.511
H 7.478 3.254 1.033
H 5.770 1.633 0.207
H 5.784 0.132 1.078
H 7.019 0.419 -0.222
H 10.742 2.149 3.094
H 10.202 1.270 1.928
C -1.810 1.444 8.844
C -1.594 0.459 7.657
C -2.676 0.665 6.537
O -2.841 -0.523 5.757
C -3.920 -0.520 4.852
N -0.308 0.843 7.072
H -2.848 1.490 9.167
H -1.558 2.432 8.449
H -1.033 1.309 9.595
H -1.444 -0.579 7.953
H -2.391 1.554 5.969
H -3.610 0.889 7.062
H -3.961 -1.414 4.232
H -3.900 0.359 4.199
H -4.885 -0.455 5.363
H -0.244 1.853 7.126
H -0.308 0.633 6.081
C -0.364 4.595 -2.209
C -0.304 4.175 -3.676
C 0.067 5.296 -4.602
O -0.970 6.256 -4.602
C -0.973 7.033 -5.795
N 0.708 3.093 -3.722
H 0.538 5.102 -1.862
H -0.440 3.857 -1.407
H -1.233 5.251 -2.120
H -1.190 3.597 -3.931
H 0.203 4.955 -5.633
H 0.951 5.852 -4.274
H -0.138 7.733 -5.876
H -1.852 7.676 -5.746
H -1.043 6.464 -6.724
H 0.358 2.306 -3.194
H 0.846 2.792 -4.680
C 1.911 -3.256 -6.354
C 2.168 -4.007 -5.028
C 0.992 -3.848 -4.013
O 1.464 -4.013 -2.707
C 0.582 -3.548 -1.709
N 2.494 -5.341 -5.426
H 2.842 -3.240 -6.917
H 1.638 -2.221 -6.137
H 0.989 -3.618 -6.811
H 3.033 -3.546 -4.537
H 0.230 -4.632 -4.124
H 0.378 -2.960 -4.192
H 0.425 -2.480 -1.532
H 0.689 -3.976 -0.713
H -0.417 -3.829 -2.067
H 3.300 -5.310 -6.040
H 2.874 -5.905 -4.671
C -7.320 -2.346 4.639
C -7.760 -2.363 3.136
C -6.615 -2.100 2.129
O -6.328 -0.729 2.285
C -5.164 -0.360 1.524
N -8.186 -3.748 2.811
H -7.968 -2.867 5.340
H -7.268 -1.281 4.879
H -6.307 -2.739 4.738
H -8.656 -1.759 3.002
H -6.883 -2.417 1.116
H -5.839 -2.858 2.295
H -4.230 -0.865 1.772
H -4.998 0.715 1.598
H -5.490 -0.537 0.496
H -7.509 -4.434 3.125
H -8.987 -3.968 3.393
C 2.225 -0.153 1.393
C 1.155 -0.246 0.310
C 0.217 0.935 0.370
O -0.751 0.653 1.322
C -1.773 1.585 1.534
N 1.878 -0.216 -0.957
H 3.136 0.415 1.196
H 2.639 -1.121 1.691
H 1.822 0.221 2.339
H 0.674 -1.218 0.425
H -0.227 1.128 -0.616
H 0.763 1.855 0.617
H -2.430 1.637 0.660
H -1.301 2.571 1.567
H -2.366 1.476 2.440
H 2.582 -0.934 -1.015
H 2.285 0.708 -1.019
C -2.198 -1.585 -1.423
C -2.995 -1.954 -2.710
C -4.519 -2.158 -2.500
O -4.708 -3.374 -1.801
C -6.013 -3.673 -1.403
N -2.761 -0.945 -3.697
H -2.051 -2.484 -0.821
H -2.864 -0.992 -0.791
H -1.223 -1.155 -1.635
H -2.627 -2.926 -3.046
H -5.137 -2.179 -3.401
H -4.813 -1.303 -1.879
H -6.154 -4.493 -0.701
H -6.692 -3.938 -2.222
H -6.451 -2.763 -0.982
H -3.116 -1.318 -4.571
H -3.194 -0.050 -3.510
C 4.307 1.157 -3.942
C 5.582 0.427 -3.481
C 5.359 -1.026 -3.036
O 4.724 -1.076 -1.746
C 4.279 -2.415 -1.461
N 6.548 0.325 -4.591
H 3.793 1.364 -3.005
H 3.687 0.462 -4.510
H 4.699 1.888 -4.646
H 6.104 0.844 -2.616
H 6.303 -1.576 -3.007
H 4.731 -1.478 -3.812
H 5.124 -3.055 -1.192
H 3.632 -2.878 -2.208
H 3.730 -2.444 -0.516
H 6.142 -0.413 -5.168
H 7.316 -0.232 -4.223
C 2.097 -6.705 3.755
C 1.651 -5.584 2.795
C 2.498 -4.323 3.155
O 2.107 -3.794 4.455
C 0.913 -3.027 4.446
N 1.838 -5.962 1.397
H 3.149 -6.995 3.662
H 1.482 -7.589 3.581
H 2.141 -6.427 4.810
H 0.587 -5.452 3.000
H 2.398 -3.598 2.345
H 3.526 -4.671 3.244
H 1.067 -2.084 3.918
H 0.768 -2.775 5.496
H 0.117 -3.673 4.073
H 1.284 -6.798 1.235
H 2.764 -6.385 1.434
C -3.834 2.013 -2.559
O -4.445 2.079 -1.510
N -4.365 1.799 -3.766
N -2.518 2.034 -2.785
H -5.346 1.675 -3.951
H -3.725 1.770 -4.537
H -2.140 2.066 -3.711
H -1.890 2.116 -2.000
C -4.310 4.588 1.232
O -3.068 4.510 1.251
N -5.060 3.837 0.420
N -4.919 5.531 1.914
H -6.049 4.015 0.414
H -4.630 3.126 -0.166
H -5.924 5.540 1.914
H -4.324 6.272 2.243
C 0.463 -0.003 -5.067
O 1.563 0.338 -5.498
N 0.139 -0.095 -3.777
N -0.467 -0.534 -5.893
H 0.793 -0.042 -3.006
H -0.827 -0.298 -3.558
H -1.388 -0.495 -5.483
H -0.306 -0.440 -6.882
C 0.157 4.727 3.366
O 1.196 5.020 3.951
N -0.217 5.213 2.183
N -0.777 3.937 3.891
H 0.288 6.041 1.917
H -1.028 4.772 1.776
H -0.533 3.371 4.689
H -1.534 3.496 3.394
```

Results of the Löwdin charge analysis, in e, for atoms 1 through 2:
1. C -0.08
2. C -0.43



Number 3 is which compound? C40H115N17O13



Among the records above, which one has the lowest HOMO-LUMO gap? C21H30Br2N3O2SbZr



Repeat the second record exactly.
Here is C7H9NO3 as an isolated structure at a distorted geometry from the OMol25 dataset. Energies are from ωB97M-V/def2-TZVPD.

Output
- Relative energy (zero: lowest compared OMol25 entry of this formula, charge and spin): 102.84 kcal per mole
- HOMO-LUMO gap: 8.9 eV
- Total energy: -552.44124 Ha
- Lowest unoccupied orbital energy: 0.224 eV

XYZ file:
```
20
C7H9NO3 | the OMol25 dataset | ωB97M-V/def2-TZVPD
C -2.271 0.241 -0.685
C -0.115 1.735 0.618
C 1.788 -0.734 1.994
C 0.579 -0.517 1.608
C -0.963 -0.446 -0.488
C 0.254 0.155 0.286
C -0.572 -0.887 -1.922
N -1.363 1.793 0.026
O -2.204 2.971 0.096
O -3.405 0.376 -0.806
O 0.531 2.553 1.168
H 1.972 -1.009 2.988
H 2.712 -0.371 1.444
H -0.218 -0.534 2.201
H -1.244 -1.318 0.084
H 1.109 0.142 -0.379
H -0.426 -0.029 -2.452
H -1.299 -1.523 -2.374
H 0.327 -1.540 -1.919
H -1.832 3.440 0.914
```

Results of the natural (NBO) charge analysis, in e, for atoms 1 through 2:
1. C 0.88
2. C 0.64